# 1
C24H52BO12PtS6 | ωB97M-V/def2-TZVPD

Summary:
* total energy: -119219.6476 eV
* LUMO (spin up / spin down): -1.87 / -2.51 eV
* total charge: +1
* multiplicity: 3

The geometry in XYZ format:
```
96
C24H52BO12PtS6, DFT ωB97M-V/def2-TZVPD
Pt 0.1660 -0.1900 -0.5418
B -1.0669 0.2826 -2.3490
H -0.6974 -0.7295 -2.2905
H -1.1938 0.6263 -3.3638
H -1.9539 0.4032 -1.7466
H -0.3139 0.9530 -1.9645
C 0.6926 0.7347 4.5897
C -0.5567 -0.1181 4.7816
C -0.6860 -1.0289 3.5111
S 1.0404 -1.1617 2.7533
O 1.0008 -0.4960 1.4024
O 1.5017 -2.5564 2.8779
C 1.8311 -0.1576 4.0455
H 0.8619 1.2825 5.5167
H 0.3755 1.5375 3.9241
H -1.4012 0.5458 4.9664
H -0.4284 -0.7653 5.6492
H -1.2450 -0.2881 2.9394
H -1.2788 -1.9342 3.3807
H 2.7028 0.3267 3.6054
H 2.1571 -0.8428 4.8280
C -5.3022 -0.9382 -0.5307
C -4.9909 -2.0894 -1.4638
C -3.4507 -2.1337 -1.5298
S -2.8669 -1.9276 0.2841
O -1.6767 -1.0533 0.4611
O -2.8824 -3.2881 0.8824
C -4.4042 -1.0740 0.7790
H -6.3355 -0.8337 -0.1999
H -4.9476 -0.0194 -0.9979
H -5.4551 -2.0161 -2.4473
H -5.3930 -2.9594 -0.9446
H -3.0357 -1.2990 -2.0948
H -3.0261 -3.0478 -1.9448
H -4.1331 -0.1825 1.3447
H -4.8419 -1.7008 1.5559
C 3.1868 1.2611 -4.6573
C 4.4577 0.3870 -4.4850
C 4.1028 -0.5119 -3.3570
S 2.2888 -0.9123 -3.4031
O 1.7146 -0.5745 -2.1135
O 2.0046 -2.2112 -3.9751
C 1.9132 0.4325 -4.6090
H 3.3011 1.8150 -5.5890
H 3.3545 2.0422 -3.9158
H 5.3758 0.9381 -4.2811
H 4.6352 -0.3173 -5.2978
H 4.0926 0.0740 -2.4379
H 4.7714 -1.3375 -3.1134
H 0.9835 0.9834 -4.4668
H 1.8105 -0.0529 -5.5795
C -2.9453 2.8949 2.8014
C -4.0499 3.1475 1.7581
C -3.4631 3.1900 0.3057
S -1.5513 3.0681 0.5853
O -0.8767 4.1857 -0.1200
O -1.0584 1.7002 0.5792
C -1.7181 3.6098 2.2650
H -2.7247 1.8336 2.9155
H -3.1961 3.3314 3.7682
H -4.4781 4.1321 1.9460
H -4.9233 2.4957 1.7781
H -3.6931 4.1929 -0.0542
H -3.7329 2.5451 -0.5306
H -1.8512 4.6914 2.2400
H -0.8152 3.3522 2.8187
C 4.3506 3.3655 1.2414
C 3.5080 4.6008 0.9906
C 2.1211 3.9874 0.6366
S 2.4758 2.6077 -0.5870
O 2.5661 3.0837 -1.9707
O 1.6646 1.4329 -0.2566
C 4.2665 2.5010 -0.0797
H 3.9666 2.9488 2.1725
H 5.3950 3.5729 1.4744
H 3.9242 5.2557 0.2251
H 3.3475 5.2723 1.8341
H 1.3887 4.6487 0.1735
H 1.6519 3.4985 1.4904
H 4.8290 3.1373 -0.7630
H 4.6789 1.4981 -0.1906
C -0.1559 -6.0118 0.1652
C -0.5837 -5.5194 -1.2279
C 0.5526 -4.6929 -1.7943
S 1.1846 -3.6081 -0.5051
O 0.3536 -2.3885 -0.6161
O 2.6783 -3.5646 -0.4873
C 0.4678 -4.7789 0.8374
H 0.4395 -6.9067 -0.0158
H -1.0699 -6.3327 0.6649
H -1.4209 -4.8301 -1.1186
H -1.0125 -6.2436 -1.9206
H 0.3189 -4.1374 -2.7026
H 1.3465 -5.3808 -2.0852
H -0.1989 -4.1943 1.4712
H 1.2833 -5.0684 1.5001
```


# 2
C24H52O13S5Si | ωB97M-V/def2-TZVPD

Summary:
* total energy: -114396.9676 eV
* SMILES: CCOC[SiH2]COO.O=S1(=O)CCCC1.O=S1(=O)CCCC1.O=S1(=O)CCCC1.O=S1(=O)CCCC1.O=S1(=O)CCCC1
* LUMO: 0.28 eV
* multiplicity: 1

The geometry in XYZ format:
```
95
C24H52O13S5Si, DFT ωB97M-V/def2-TZVPD
C -0.8353 0.2433 -2.7239
C -0.7303 1.4894 -3.6150
O -1.7815 1.5420 -4.5803
C -2.6642 2.6483 -4.4363
Si -3.7404 2.6500 -2.8664
C -5.5608 2.2293 -3.2027
O -5.7676 1.1178 -4.0752
O -5.4731 -0.0419 -3.2877
H -1.1567 0.4935 -1.7156
H -1.5496 -0.4357 -3.1971
H 0.1218 -0.2767 -2.7003
H 0.2020 1.4251 -4.1851
H -0.6769 2.4110 -3.0295
H -2.1247 3.6013 -4.5232
H -3.3273 2.6120 -5.3077
H -3.6936 4.0082 -2.2862
H -3.1776 1.7401 -1.8475
H -6.1357 3.0694 -3.6001
H -6.0236 1.9930 -2.2349
H -4.9788 -0.5726 -3.9226
C -1.9175 3.9857 3.2508
C -2.3093 2.5015 3.2462
C -2.6818 2.1322 1.8036
S -1.7357 3.2391 0.7479
O -2.6537 4.1053 0.0491
O -0.7327 2.4916 0.0324
C -0.9749 4.1729 2.0678
H -1.4437 4.2808 4.1849
H -2.8082 4.6032 3.1166
H -1.4598 1.8992 3.5738
H -3.1358 2.2992 3.9257
H -2.4210 1.1080 1.5491
H -3.7354 2.3089 1.5960
H -0.8649 5.2098 1.7586
H 0.0026 3.7341 2.2658
C 0.0176 9.0117 0.5645
C -1.4793 9.1399 0.2504
C -2.2492 8.6948 1.5002
S -1.1731 9.0457 2.8995
O -0.7947 7.7951 3.5119
O -1.7273 10.1200 3.6809
C 0.2129 9.6455 1.9389
H 0.6335 9.5002 -0.1887
H 0.3014 7.9574 0.5975
H -1.7154 10.1812 0.0231
H -1.7637 8.5427 -0.6143
H -3.1794 9.2397 1.6366
H -2.4436 7.6235 1.4968
H 1.1378 9.3559 2.4318
H 0.1329 10.7311 1.8947
C -0.9677 -4.9322 -4.3533
C -2.2225 -4.7552 -3.4867
C -1.7652 -4.6975 -2.0233
S -0.0929 -4.0347 -2.0512
O 0.8165 -5.0518 -1.5823
O -0.0835 -2.7136 -1.4804
C 0.0454 -3.9187 -3.8313
H -1.1787 -4.7736 -5.4095
H -0.5749 -5.9445 -4.2369
H -2.7201 -3.8209 -3.7541
H -2.9370 -5.5624 -3.6401
H -2.3843 -4.0429 -1.4153
H -1.7154 -5.6867 -1.5725
H 1.0722 -4.1288 -4.1217
H -0.2245 -2.9006 -4.1121
C 5.3837 -4.2315 0.7719
C 4.1442 -4.6975 -0.0252
C 4.2649 -4.0533 -1.4164
S 6.0117 -3.8260 -1.7426
O 6.2945 -2.4137 -1.8289
O 6.4389 -4.7223 -2.7900
C 6.5770 -4.4280 -0.1609
H 5.5162 -4.7875 1.6893
H 5.2830 -3.1751 1.0272
H 4.1491 -5.7817 -0.1116
H 3.2096 -4.4118 0.4463
H 3.8502 -4.6880 -2.1955
H 3.7953 -3.0716 -1.4479
H 7.4616 -3.8655 0.1293
H 6.8243 -5.4830 -0.2776
C 2.5992 -5.7160 5.8023
C 1.3848 -6.1737 4.9829
C 1.5093 -5.5474 3.5878
S 3.2695 -5.3218 3.2982
O 3.5417 -3.9101 3.2104
O 3.7079 -6.2515 2.2913
C 3.8113 -5.9166 4.8979
H 2.6984 -6.2783 6.7294
H 2.4986 -4.6594 6.0588
H 1.3917 -7.2621 4.9001
H 0.4467 -5.8874 5.4557
H 1.1112 -6.1868 2.8040
H 1.0449 -4.5646 3.5368
H 4.6896 -5.3544 5.2069
H 4.0584 -6.9717 4.7859
```


# 3
C24H53Br2IN7O11P | ωB97M-V/def2-TZVPD

Summary:
* total energy: -216177.0431 eV
* LUMO: -1.40 eV
* multiplicity: 1

The geometry in XYZ format:
```
99
C24H53Br2IN7O11P, DFT ωB97M-V/def2-TZVPD
C 7.1429 -0.4857 0.9591
C 5.7304 -0.5850 0.1839
Br 5.8485 -0.8629 -1.7920
C 4.4869 -0.4520 0.8528
Br 4.5325 -0.1812 2.8206
O 3.2989 -0.5604 0.0734
P 2.0045 0.3247 0.7142
O 2.3614 1.7022 1.2581
O 0.8579 0.5866 -0.5356
O 1.2040 -0.6951 1.8376
I 1.2045 -2.5348 0.9185
H 7.3091 -1.3706 1.6508
H 8.0096 -0.3308 0.2214
H 7.0697 0.4905 1.5598
H 0.3194 1.3585 -0.2308
C -2.3840 -1.2553 -0.5579
C -2.7454 -2.4037 0.3447
O -2.0241 -2.7573 1.2721
N -3.9136 -3.0555 0.1063
C -4.8901 -2.7904 -0.9284
H -1.4276 -0.8359 -0.2452
H -2.2878 -1.6037 -1.5885
H -3.1436 -0.4732 -0.4923
H -4.0891 -3.8127 0.7512
H -5.8447 -2.5681 -0.4486
H -4.9976 -3.6923 -1.5370
H -4.6029 -1.9574 -1.5629
C -7.5444 1.5458 -1.0821
C -6.6853 0.5084 -1.7510
O -5.6831 0.0482 -1.2155
N -7.0492 0.0798 -2.9901
C -8.1851 0.4942 -3.7852
H -7.1276 1.7854 -0.1040
H -7.5655 2.4585 -1.6816
H -8.5572 1.1606 -0.9420
H -6.4244 -0.6156 -3.3724
H -8.7958 -0.3871 -3.9930
H -7.8121 0.9011 -4.7280
H -8.7916 1.2438 -3.2820
C -12.9153 2.0463 -1.4153
C -12.0577 1.0078 -2.0866
O -11.0564 0.5468 -1.5532
N -12.4244 0.5811 -3.3256
C -13.5619 0.9988 -4.1175
H -12.4967 2.2841 -0.4377
H -12.9367 2.9596 -2.0136
H -13.9278 1.6629 -1.2737
H -11.8013 -0.1148 -3.7100
H -14.1763 0.1205 -4.3263
H -13.1928 1.4071 -5.0607
H -14.1643 1.7488 -3.6103
C 8.5889 -1.5831 -6.8380
C 8.0589 -1.2165 -5.4777
O 8.7365 -1.3234 -4.4655
N 6.7811 -0.7530 -5.3940
C 5.8268 -0.5558 -6.4637
H 9.6160 -1.9343 -6.7431
H 7.9879 -2.3852 -7.2717
H 8.5816 -0.7087 -7.4922
H 6.4982 -0.5287 -4.4507
H 5.5350 0.4967 -6.4744
H 4.9458 -1.1670 -6.2556
H 6.2340 -0.8277 -7.4349
C 5.4467 6.4982 -0.0657
C 3.9645 6.7407 0.0367
O 3.4893 7.8691 0.0481
N 3.1460 5.6574 0.1183
C 3.5096 4.2547 0.1207
H 5.9664 7.4544 -0.1230
H 5.8020 5.9641 0.8180
H 5.6725 5.9275 -0.9689
H 2.1678 5.8997 0.1842
H 3.0165 3.7719 -0.7256
H 3.1456 3.8083 1.0458
H 4.5848 4.1067 0.0457
C 1.7132 -5.3762 5.3435
C 0.9640 -6.5693 4.8132
O 1.4873 -7.6701 4.7040
N -0.3359 -6.3958 4.4493
C -1.1281 -5.1849 4.5015
H 2.7333 -5.6701 5.5899
H 1.7532 -4.5905 4.5858
H 1.2324 -5.0033 6.2502
H -0.7705 -7.2395 4.1040
H -1.9930 -5.3694 5.1427
H -1.4746 -4.9605 3.4904
H -0.5651 -4.3383 4.8874
C 8.4903 1.9235 6.5844
C 7.7500 0.7345 6.0332
O 8.2792 -0.3612 5.9102
N 6.4501 0.9062 5.6657
C 5.6509 2.1114 5.7317
H 9.5107 1.6314 6.8311
H 8.5295 2.7204 5.8387
H 8.0034 2.2805 7.4944
H 6.0217 0.0641 5.3059
H 4.7839 1.9147 6.3661
H 5.3060 2.3511 4.7232
H 6.2085 2.9546 6.1329
```


| no. | maximum force (eV/A) |
| --- | --- |
| 1 | 4.60 |
| 2 | 0.72 |
| 3 | 4.07 |